The following is a DFT calculation (ωB97M-V/def2-TZVPD) of a structure of composition C18H49N2O20S4V.

Atoms and positions in Å:
O  -8.9482  1.6637  -1.2558
V  -8.2272  1.6066  -2.6467
O  -8.0734  3.0402  -3.2952
C  -1.8301  2.3658  -0.4685
C  -1.9595  1.1073  -1.3301
C  -0.6274  0.2897  -1.2293
O  -3.2181  0.3589  -1.3245
H  -0.8296  2.6310  -0.1269
H  -2.4821  2.3333  0.4044
H  -2.2320  3.2008  -1.0424
H  -1.9566  1.4671  -2.3590
H  -0.5366  -0.2959  -0.3145
H  0.2771  0.8932  -1.1540
H  -0.5386  -0.3948  -2.0730
C  -0.2969  -7.9889  0.0446
O  0.2977  -7.1239  -0.8851
H  -0.7682  -7.4394  0.8594
H  -1.1655  -8.5434  -0.3106
H  0.4121  -8.6847  0.4932
H  1.0959  -6.8136  -0.4511
O  3.1329  -5.4168  -8.1701
S  4.5623  -5.3446  -7.9682
O  5.4189  -6.4634  -7.5337
O  5.2047  -4.7433  -9.4013
C  6.6405  -4.6282  -9.4938
C  6.9110  -3.1431  -9.4459
C  4.8825  -3.8278  -6.9783
H  6.9089  -5.0177  -10.4758
H  7.2158  -5.1179  -8.7080
H  7.7898  -2.9381  -10.0573
H  6.8803  -2.7926  -8.4143
H  6.0521  -2.5311  -9.7212
H  4.2829  -3.8375  -6.0681
H  4.4554  -3.1083  -7.6768
H  5.9314  -3.8110  -6.6823
O  9.3094  2.6972  -3.2663
S  8.5519  1.4536  -3.2521
O  7.3017  1.3111  -4.0023
O  9.5112  0.1735  -3.6864
C  10.6661  -0.0408  -2.9304
C  10.5639  -1.2758  -2.1861
C  8.0842  0.8549  -1.5437
H  10.9043  0.7877  -2.2634
H  11.5404  -0.1062  -3.5780
H  11.5281  -1.7832  -2.2175
H  9.8000  -1.9562  -2.5623
H  10.3477  -1.1417  -1.1262
H  7.7409  -0.1488  -1.7942
H  7.2793  1.3845  -1.0340
H  8.9867  0.8925  -0.9335
O  -12.1494  -2.2072  3.9393
S  -10.9843  -2.9485  4.3986
O  -9.9641  -2.2080  5.0916
O  -11.6307  -4.2292  5.2270
C  -12.7491  -4.8820  4.6196
C  -13.1565  -6.0056  5.4830
C  -10.1315  -3.8705  2.9742
H  -12.3961  -5.2788  3.6677
H  -13.5121  -4.1535  4.3452
H  -13.4393  -5.4403  6.3709
H  -12.4413  -6.7497  5.8337
H  -14.0004  -6.5795  5.1002
H  -9.8820  -4.7884  3.5064
H  -9.2117  -3.4071  2.6173
H  -10.7993  -4.1975  2.1772
O  -1.7504  9.0907  9.9684
S  -1.0084  9.3368  8.7587
O  0.1029  10.2607  8.6836
O  -0.3901  7.8064  8.2670
C  -1.0518  6.5298  8.3322
C  -1.6311  6.0830  6.9493
C  -2.2592  9.4398  7.3412
H  -1.8911  6.6149  9.0225
H  -0.6464  5.6552  8.8409
H  -1.7213  4.9975  6.9896
H  -0.9033  6.1811  6.1438
H  -2.5672  6.4648  6.5417
H  -1.8715  9.5719  6.3311
H  -2.8862  10.2852  7.6244
H  -2.8404  8.5177  7.3449
C  0.4755  -1.7880  5.3199
N  1.7214  -1.0264  5.2211
O  2.0502  -0.5517  4.1344
O  2.3423  -0.8059  6.2512
H  0.7873  -2.6648  4.7523
H  -0.2867  -1.1941  4.8156
H  0.1949  -1.9820  6.3551
C  1.3487  6.3163  -5.0825
N  0.1512  6.9185  -5.7024
O  -0.2566  6.3997  -6.7436
O  -0.4875  7.8418  -5.2095
H  1.7730  7.0891  -4.4416
H  2.1043  6.1578  -5.8519
H  1.0672  5.3461  -4.6731

Its energy above the lowest of the compared OMol25 structures with the same formula, charge and spin is 756.3 kJ/mol. The value obtained for the LUMO energy is -4.1827 eV. The calculation puts the HOMO energy at -0.25460 Ha.

The following is a DFT calculation (ωB97M-V/def2-TZVPD) of a structure of composition C50H33AsN4O6SSn.

Atoms and positions in Å:
Sn  0.8612  0.4113  0.3168
C  3.2461  0.9309  7.8314
C  4.0631  0.7688  6.7041
C  3.5899  0.3608  5.4955
C  2.1686  0.1325  5.3779
C  1.4089  0.1297  6.5508
C  1.9108  0.5508  7.7858
C  1.5044  -0.1843  4.0644
C  2.0968  -1.2025  3.2319
C  3.2589  -1.9902  3.6497
C  3.7607  -2.5895  2.5487
C  2.9677  -2.1604  1.4288
N  1.9839  -1.2528  1.8497
C  3.1028  -2.5018  0.0586
C  2.1064  -2.3371  -0.9748
C  2.2055  -2.9209  -2.2096
C  0.9237  -2.8250  -2.8069
C  0.1153  -2.1043  -1.8869
C  -1.1866  -1.7167  -2.0915
C  -1.8429  -2.5440  -3.1480
C  -2.5962  -1.9629  -4.1777
C  -3.1700  -2.7272  -5.2216
C  -3.0142  -4.1141  -5.1996
C  -2.4452  -4.7305  -4.0469
C  -1.8581  -3.9412  -3.0365
C  -1.8156  -0.8629  -1.1851
N  -1.3867  -0.1718  -0.0244
C  -2.3673  0.6109  0.3820
C  -2.2281  1.3751  1.5003
C  -3.2811  2.4393  1.7353
C  -3.2231  3.5861  0.9990
C  -4.1109  4.6165  1.1074
C  -5.2432  4.4315  1.9266
C  -5.3993  3.2768  2.6135
C  -4.4523  2.2548  2.5203
C  -1.3074  1.1472  2.5916
C  -1.2507  2.0747  3.7171
C  -0.1941  1.6023  4.4502
C  0.4035  0.5418  3.7173
N  -0.3365  0.2536  2.6229
C  -3.5676  0.4386  -0.4418
C  -3.1968  -0.4905  -1.2906
N  0.8845  -1.7330  -0.7895
C  4.4077  -3.0987  -0.2040
C  4.7645  -4.3956  0.1785
C  6.0879  -4.8672  0.0703
C  7.0837  -4.0851  -0.4824
C  6.7054  -2.8246  -0.9401
C  5.4315  -2.2930  -0.7297
H  3.6376  1.4896  8.7175
H  5.0973  0.9655  6.8826
H  4.3138  0.2378  4.7172
H  0.2743  -0.2002  6.4169
H  1.2349  0.7277  8.6626
H  3.5475  -1.9902  4.6465
H  4.6203  -3.1888  2.5113
H  2.9695  -3.5666  -2.6420
H  0.7137  -3.3526  -3.7071
H  -2.6904  -0.8944  -4.1953
H  -3.6720  -2.2637  -6.0753
H  -3.3217  -4.8129  -5.9106
H  -2.3932  -5.8406  -4.0195
H  -1.4340  -4.3066  -2.0632
H  -2.3298  3.6833  0.3413
H  -3.9788  5.5209  0.5011
H  -6.1120  5.1045  1.8411
H  -6.3266  3.1049  3.1731
H  -4.6262  1.3271  3.0868
H  -1.9708  2.8325  3.7380
H  0.2704  1.9225  5.3881
H  -4.5419  0.9377  -0.4939
H  -3.7609  -0.9847  -2.0531
H  3.9967  -5.1311  0.6758
H  6.2650  -5.8886  0.4802
H  8.1109  -4.2835  -0.6059
H  7.5298  -2.1705  -1.2471
H  5.1828  -1.2907  -1.1652
O  0.6532  3.1853  -0.7040
As  0.8896  2.3758  -2.3055
O  -0.9687  2.4559  -2.5313
O  1.0330  0.7171  -1.8907
C  -1.5449  2.4807  -3.7226
C  -1.7004  1.3911  -4.6074
C  -2.3693  1.4676  -5.8010
C  -2.7163  2.7673  -6.2799
C  -2.5159  3.9185  -5.4306
C  -1.9238  3.7278  -4.1953
S  -1.7639  5.2482  -3.1705
O  -2.8755  4.9464  -2.2440
O  -1.9730  6.4114  -3.9891
O  -0.4284  5.2130  -2.5823
H  -0.0337  3.8663  -0.8601
H  -1.2363  0.4880  -4.1383
H  -2.5059  0.5080  -6.3857
H  -3.3082  2.9472  -7.1923
H  -2.8872  4.8894  -5.7101

Its energy above the lowest of the compared OMol25 structures with the same formula, charge and spin is 249.2 kJ/mol. The value obtained for the LUMO energy (spin up / spin down) is 3.2759 / 3.2747 eV. The calculation puts the HOMO energy (spin up / spin down) at -0.07111 / -0.07108 Ha. The total charge is -2.

The following is a DFT calculation (ωB97M-V/def2-TZVPD) of a structure of composition C4HO2Sn.

Atoms and positions in Å:
O  2.1428  1.6064  -0.2002
C  1.3234  0.6284  -0.0444
C  0.7921  -0.4364  0.2922
H  2.6061  1.5783  -1.0509
C  -1.5234  -1.2283  -0.6203
C  -0.5977  -0.5691  0.1023
O  -1.5424  -0.9732  1.1522
Sn  -3.2008  -0.6062  0.3691

Its energy above the lowest of the compared OMol25 structures with the same formula, charge and spin is 0.0 kJ/mol. The value obtained for the LUMO energy is -5.6348 eV. The calculation puts the HOMO energy at -0.51274 Ha. The total charge is +1.

The following is a DFT calculation (ωB97M-V/def2-TZVPD) of the molecule C7H7Cl2NO2Si.

Atoms and positions in Å:
C  -1.0850  -1.2270  2.7677
C  -1.0729  -1.8563  1.5491
C  -0.6652  0.1094  2.7457
C  -1.0494  -1.1825  0.3838
C  -0.4503  0.8157  1.5345
C  -0.7129  0.1613  0.3282
C  -0.4267  0.8204  -1.0643
N  1.7039  1.0152  -3.4126
O  1.1330  0.3212  -4.2124
O  2.3714  1.9726  -3.6841
Si  1.6240  0.4803  -1.5949
Cl  2.8326  1.7315  -0.4918
Cl  2.1438  -1.4643  -1.5853
H  -1.1858  -1.6511  3.7435
H  -1.3719  -2.9593  1.4628
H  -0.5432  0.6606  3.5542
H  -1.1463  -1.7993  -0.5775
H  -0.1447  1.8063  1.3592
H  -1.2519  0.3989  -1.7624
H  -0.7028  1.8463  -1.0434

Its energy above the lowest of the compared OMol25 structures with the same formula, charge and spin is 0.0 kJ/mol. The value obtained for the LUMO energy is -0.0138 eV. The calculation puts the HOMO energy at -0.34480 Ha. The SMILES is O=[N+]([O-])[Si](Cl)(Cl)Cc1ccccc1.

The following is a DFT calculation (ωB97M-V/def2-TZVPD) of a cluster of 2 separate species, CH2ClN2O2 in total.

Atoms and positions in Å:
C  -1.0958  -0.0091  -0.6946
N  0.0985  0.7731  0.7665
N  1.1908  0.2143  0.6951
O  2.1090  0.6481  1.4441
O  1.5139  -0.7102  -0.0324
Cl  -2.0851  -1.2242  0.2110
H  -0.1389  -0.5171  -1.2300
H  -1.5924  0.8250  -1.1597

Its energy above the lowest of the compared OMol25 structures with the same formula, charge and spin is 200.8 kJ/mol. The value obtained for the LUMO energy (spin up / spin down) is 3.8640 / 2.9019 eV. The calculation puts the HOMO energy (spin up / spin down) at -0.06322 / -0.16425 Ha. The total charge is -1. As for the multiplicity: 3. Its expectation value of S² is 2.0165.

The following is a DFT calculation (ωB97M-V/def2-TZVPD) of the molecule CH5N3O4S.

Atoms and positions in Å:
C  -1.2454  0.9863  -0.2222
N  -1.4252  0.6299  -1.5558
N  -0.8615  -0.2166  0.5634
N  -0.2113  -0.0035  1.7093
O  2.0527  -1.9535  0.2717
O  -1.3105  2.0427  0.3062
O  1.1536  -0.1539  -1.1509
O  1.3612  0.3215  1.3019
S  2.0548  -0.3162  -0.0727
H  -0.7346  -0.1413  -1.9335
H  -1.8939  1.1823  -2.2358
H  -0.8727  -1.1607  0.0423
H  -0.5277  0.9521  1.9166
H  2.4606  -2.1690  1.0596

Its energy above the lowest of the compared OMol25 structures with the same formula, charge and spin is 111.3 kJ/mol. The value obtained for the LUMO energy is 0.4812 eV. The calculation puts the HOMO energy at -0.34699 Ha.

The following is a DFT calculation (ωB97M-V/def2-TZVPD) of the molecule BH3O.

Atoms and positions in Å:
B  -0.0773  -0.2419  0.2703
O  0.0024  0.8913  -0.3746
H  0.6642  -1.1393  0.1522
H  -1.0677  -0.2237  1.0550
H  0.4785  0.7135  -1.1029

Its energy above the lowest of the compared OMol25 structures with the same formula, charge and spin is 18.4 kJ/mol. The value obtained for the LUMO energy is 0.6698 eV. The calculation puts the HOMO energy at -0.40566 Ha. The SMILES is BO.

The following is a DFT calculation (ωB97M-V/def2-TZVPD) of a structure of composition C2CeF6NO4S2.

Atoms and positions in Å:
Ce  2.1761  -0.7447  1.7309
N  -0.4918  0.0870  -0.1460
S  -0.1481  -1.4621  -0.6538
O  -0.2063  -1.6175  -2.0870
O  1.0501  -1.9123  0.1046
C  -1.6001  -2.4140  0.0594
F  -2.6962  -1.9415  -0.4846
F  -1.6269  -2.2576  1.3615
F  -1.4349  -3.6781  -0.2550
S  -0.0952  1.4260  -1.1023
O  0.8565  1.3422  -2.2150
C  0.3591  2.9866  -0.1698
F  -0.5379  3.2291  0.7638
F  1.5596  2.9149  0.3586
F  0.3728  3.9974  -1.0262
O  0.4837  0.5770  0.9068

The value obtained for the LUMO energy (spin up / spin down) is -11.3673 / -10.8580 eV. The calculation puts the HOMO energy (spin up / spin down) at -0.58239 / -0.58320 Ha. The total charge is +2. As for the multiplicity: 2. Its expectation value of S² is 0.7529.

The following is a DFT calculation (ωB97M-V/def2-TZVPD) of the molecule C2H2N2S3.

Atoms and positions in Å:
C  2.2609  1.2649  0.0189
C  0.5204  -0.7253  -0.1139
N  2.0416  2.3514  -0.2706
N  -2.0480  0.0256  0.1572
S  -0.0318  -2.2629  -0.1488
S  2.3502  -0.3996  0.0934
S  -0.5236  0.6739  0.0670
H  -2.3362  -0.4104  -0.7304
H  -2.2334  -0.5176  0.9273

Its energy above the lowest of the compared OMol25 structures with the same formula, charge and spin is 124.1 kJ/mol. The value obtained for the LUMO energy is -0.8108 eV. The calculation puts the HOMO energy at -0.34719 Ha. The SMILES is N#CSC(=S)SN.

The following is a DFT calculation (ωB97M-V/def2-TZVPD) of a structure of composition C2H3O2Sm.

Atoms and positions in Å:
C  0.6339  0.5012  0.0868
C  -0.6928  0.0803  -0.1223
O  -1.2201  -0.8682  0.5209
O  1.0958  1.4768  -0.6424
H  -1.2651  0.5639  -0.9271
H  1.7271  1.1792  -1.3127
Sm  -1.4456  -3.1029  1.4091
H  1.1668  0.1698  0.9877

Its energy above the lowest of the compared OMol25 structures with the same formula, charge and spin is 0.0 kJ/mol. The value obtained for the LUMO energy (spin up / spin down) is -9.7280 / -9.6580 eV. The calculation puts the HOMO energy (spin up / spin down) at -0.63549 / -0.69350 Ha. The total charge is +2. As for the multiplicity: 8. Its expectation value of S² is 15.7610.

The following is a DFT calculation (ωB97M-V/def2-TZVPD) of a cluster of 2 separate species, C5H12O2 in total.

Atoms and positions in Å:
C  -2.1351  -1.9731  -0.9238
O  -1.1111  -1.9179  -1.6149
C  -1.6572  0.0520  0.6353
C  -0.1394  -0.0220  0.4065
C  0.6466  1.0311  1.1555
C  2.1083  1.0424  0.7517
O  2.1417  1.6178  -0.5735
H  -3.1478  -1.8573  -1.3762
H  -2.0547  -0.7027  -0.1081
H  -2.1734  -2.6922  -0.0487
H  -1.9329  -0.2328  1.6355
H  -2.0040  1.0393  0.3048
H  -0.0212  0.0299  -0.7113
H  0.2315  -1.0321  0.7203
H  0.2726  2.0329  1.0362
H  0.6491  0.8652  2.2472
H  2.5143  0.0338  0.7395
H  2.7154  1.6376  1.4366
H  3.0116  1.5076  -0.9851

Its energy above the lowest of the compared OMol25 structures with the same formula, charge and spin is 275.6 kJ/mol. The value obtained for the LUMO energy is 0.6217 eV. The calculation puts the HOMO energy at -0.35929 Ha. The SMILES is CCCCO.C=O.

The following is a DFT calculation (ωB97M-V/def2-TZVPD) of a cluster of 2 separate species, C3H11NO2 in total.

Atoms and positions in Å:
C  1.6544  0.0096  -3.6498
O  1.5311  0.7608  -4.8357
C  0.4324  -0.8254  -3.3457
H  2.5359  -0.5109  -3.9170
H  1.9566  0.8957  -2.8603
H  0.7797  1.4270  -4.8631
H  -0.1881  -1.0502  -4.2112
H  0.7120  -1.8359  -3.0680
H  -0.3075  -0.2531  -2.7540
N  -1.2666  -0.9455  4.2309
C  -0.6117  0.3357  3.9936
O  -1.2723  1.5574  4.6500
H  -1.4266  -1.2430  5.2574
H  -2.1865  -0.8660  3.8393
H  0.4023  0.4835  4.4233
H  -0.5353  0.5016  2.9577
H  -2.2097  1.5588  4.1527

Its energy above the lowest of the compared OMol25 structures with the same formula, charge and spin is 196.7 kJ/mol. The value obtained for the LUMO energy is 0.7687 eV. The calculation puts the HOMO energy at -0.36721 Ha. The SMILES is CCO.NCO.

Quick rundown of strongest force on any atom, same order as above: 3.493 4.088 6.815 4.578 5.097 4.237 5.362 9.206 3.429 1.589 4.489 4.561 eV/Å